The following is a quantum chemistry calculation of C4H12N2O2 as an isolated structure in a non-equilibrium geometry, from OMol25.

Geometry as XYZ:
```
20
Properties=species:S:1:pos:R:3
C -0.5867 -0.5283 -0.6312
C -1.8006 0.9708 -0.4851
C 1.1188 -1.1435 2.0605
C 1.1832 1.1430 -0.6466
N 0.2399 0.3018 0.0756
N -0.2789 -1.0660 -1.8602
O 1.3918 -0.9617 0.7165
O -2.3005 0.9479 0.7885
H -1.5644 1.0990 1.4009
H -1.1850 -1.1834 -0.0015
H 0.4779 -0.6394 -2.3747
H -0.2469 -2.0739 -1.8991
H -2.5571 0.6269 -1.1868
H -1.3857 1.9241 -0.8149
H 0.0291 -1.1227 2.2711
H 1.4924 -2.1265 2.3841
H 1.5865 -0.3754 2.7001
H 2.2010 0.7586 -0.5972
H 1.1771 2.1288 -0.1862
H 1.0080 1.3199 -1.7137
```

As for the LUMO energy: 0.0323 Ha. The value obtained for the orbital gap is 0.329 Eh. Its spin multiplicity is 1. For the highest occupied orbital energy, the calculation gives -8.07 eV. The total energy is -419.42371 Eh.